# C26H20Cl2N3O6Pb

A structure of composition C26H20Cl2N3O6Pb (ωB97M-V/def2-TZVPD, the OMol25 dataset).

For the calculated total energy, the calculation gives -74327.7164 eV. The LUMO energy comes out at -0.1845 hartree. The energy above the lowest of the compared OMol25 structures with the same formula, charge and spin is 0.000 eV. The calculation puts the highest occupied orbital energy at -10.368 eV.

The geometry in ORCA input format:
```
! RIJCOSX wB97M-V def2-TZVPD def2/J DEFGRID3
* xyz 1 1
Pb -0.2783 -0.7329 2.2638
C -3.8931 -2.1586 1.5733
O -2.8280 -1.8408 0.6687
C -2.8085 -2.4279 -0.5274
C -3.7290 -3.3848 -0.9530
C -3.6196 -3.9324 -2.2171
C -2.6115 -3.5463 -3.1120
C -1.6986 -2.6112 -2.7078
C -1.7824 -2.0498 -1.4190
N -0.8567 -1.1612 -0.9435
N -0.0590 -0.5646 -1.7005
C 1.2129 -0.6479 -1.6804
C 1.6866 -1.7367 -0.7314
O 0.8027 -2.3769 -0.1901
C 3.1071 -1.8987 -0.5656
C 3.9342 -1.1188 -1.2738
C 3.5057 -0.1152 -2.2486
C 4.4441 0.5904 -2.9928
C 4.0371 1.5291 -3.9271
C 2.6834 1.7667 -4.1383
C 1.7349 1.0685 -3.4111
C 2.1454 0.1424 -2.4600
H -3.9045 -3.2234 1.8029
H -4.8508 -1.8477 1.1571
H -3.6875 -1.5926 2.4768
H -4.5281 -3.7029 -0.3019
H -4.3375 -4.6843 -2.5190
H -2.5575 -3.9786 -4.1006
H -0.9096 -2.2774 -3.3697
H 3.4644 -2.6110 0.1621
H 5.0012 -1.2296 -1.1201
H 5.4978 0.3939 -2.8393
H 4.7761 2.0774 -4.4956
H 2.3682 2.4934 -4.8746
H 0.6774 1.2354 -3.5781
N 1.2872 -0.4309 4.2747
C 2.5082 0.2463 3.7914
C 2.8545 -0.2085 2.3731
O 4.0152 -0.3553 2.0491
O 1.8306 -0.3750 1.5882
H 0.8441 0.0943 5.0205
H 1.5243 -1.3420 4.6540
H 3.3687 0.0808 4.4353
H 2.3074 1.3175 3.7403
Cl -2.8174 6.5163 1.3287
C -2.1334 4.9232 1.2914
C -1.3905 4.5195 0.1686
C -0.8468 3.2673 0.1099
Cl 0.0900 2.8121 -1.2806
C -1.0130 2.3050 1.1521
O -0.5288 1.1295 1.0049
C -1.7354 2.7650 2.2896
C -1.9211 1.9711 3.4641
O -1.4935 0.8280 3.6813
C -2.2929 4.0641 2.3333
H -1.2459 5.2061 -0.6546
H -2.5020 2.4506 4.2666
H -2.8487 4.3702 3.2117
*
```

# C26H20Cl5N3ORu

A structure of composition C26H20Cl5N3ORu (ωB97M-V/def2-TZVPD, the OMol25 dataset).

For the calculated total energy, the calculation gives -98991.3643 eV. Its expectation value of S² is 0.7846. The LUMO energy (spin up / spin down) comes out at -0.1514 / -0.1372 hartree. The energy above the lowest of the compared OMol25 structures with the same formula, charge and spin is 1.563 eV. The calculation puts the highest occupied orbital energy (spin up / spin down) at -10.807 / -10.837 eV.

The geometry in ORCA input format:
```
! RIJCOSX wB97M-V def2-TZVPD def2/J DEFGRID3
* xyz 1 2
Ru -0.1505 0.3727 0.1625
Cl -2.4997 1.3019 1.8811
C -2.1218 2.6236 0.8230
C -1.1376 2.3737 -0.1334
C -0.9964 3.3661 -1.1042
Cl 0.0807 3.1413 -2.4379
C -1.7249 4.5551 -1.0780
Cl -1.5185 5.7463 -2.3018
C -2.6320 4.7892 -0.0419
Cl -3.5176 6.2536 0.0215
C -2.8356 3.8084 0.9309
Cl -3.9377 4.0817 2.2148
C 3.8251 -0.4303 2.7519
C 2.4184 0.0203 2.4752
O 2.0200 0.2500 1.3346
N 1.6462 0.1734 3.5636
C 0.2459 0.5378 3.4534
C -0.5654 -0.7133 3.1987
C -1.2081 -1.4017 4.2170
C -1.8428 -2.5994 3.9235
C -1.7823 -3.0846 2.6261
C -1.1217 -2.3371 1.6650
N -0.5371 -1.1755 1.9447
H 4.5253 0.1406 2.1485
H 3.9189 -1.4767 2.4630
H 4.0778 -0.3243 3.8027
H 2.0025 -0.0892 4.4694
H 0.1525 1.2160 2.5846
H -0.0772 1.0577 4.3555
H -1.2225 -1.0005 5.2171
H -2.3717 -3.1427 4.6893
H -2.2497 -4.0172 2.3601
H -1.0339 -2.6766 0.6371
N 1.7357 0.6428 -1.3828
C 2.0921 -0.4920 -2.1182
C 3.4191 -0.9171 -2.1647
C 3.7853 -1.9985 -2.9391
C 2.8254 -2.6655 -3.6887
C 1.5042 -2.2584 -3.6457
C 1.1116 -1.1858 -2.8519
C -0.3178 -0.8451 -2.7300
C -1.0910 -0.6240 -3.8712
C -2.4511 -0.4030 -3.7659
C -3.0803 -0.4679 -2.5301
C -2.3277 -0.6953 -1.3862
C -0.9383 -0.8266 -1.4689
H 2.5248 1.0776 -0.9108
H 1.1872 1.3261 -1.9156
H 4.1573 -0.3817 -1.5863
H 4.8158 -2.3190 -2.9701
H 3.1105 -3.5062 -4.3002
H 0.7530 -2.7956 -4.2044
H -0.6122 -0.6228 -4.8397
H -3.0324 -0.2119 -4.6570
H -4.1544 -0.3669 -2.4573
H -2.8435 -0.8044 -0.4312
*
```

# C26H20F6N9O4RuS4Se

A structure of composition C26H20F6N9O4RuS4Se (ωB97M-V/def2-TZVPD, the OMol25 dataset).

For the calculated total energy, the calculation gives -176447.5027 eV. Its expectation value of S² is 8.7560. The LUMO energy (spin up / spin down) comes out at -0.2187 / -0.2972 hartree. The energy above the lowest of the compared OMol25 structures with the same formula, charge and spin is 0.000 eV. The calculation puts the highest occupied orbital energy (spin up / spin down) at -14.002 / -13.996 eV.

The geometry in ORCA input format:
```
! RIJCOSX wB97M-V def2-TZVPD def2/J DEFGRID3
* xyz 2 6
Ru 0.2950 -0.2700 -0.4881
C 0.5866 -0.8355 3.2943
C 1.6334 -0.0341 2.6041
N 1.5956 0.4092 1.3736
C 2.7813 1.0012 0.9889
C 3.7083 1.0710 1.9823
S 3.1132 0.3426 3.3987
C 2.9814 1.3523 -0.4069
C 4.1384 1.7571 -0.9973
S 3.9187 1.9490 -2.6759
C 2.2753 1.4533 -2.5323
N 1.9386 1.1953 -1.2951
C 1.3696 1.3684 -3.7083
H 0.2047 -1.5940 2.6129
H -0.2412 -0.2118 3.6362
H 1.0093 -1.3358 4.1630
H 4.6997 1.4922 1.9451
H 5.0929 1.9452 -0.5332
H 1.3747 2.3042 -4.2669
H 0.3555 1.1399 -3.3871
H 1.7087 0.5825 -4.3866
F 0.9213 -4.1541 1.5174
C 0.1079 -4.7862 0.6724
F 0.4750 -6.0365 0.5392
F -1.1394 -4.7167 1.1376
S 0.1437 -3.8979 -0.9649
O -0.3802 -2.5636 -0.6132
O -0.6480 -4.6484 -1.8689
N 1.6715 -3.8206 -1.3477
S 2.3396 -2.4428 -1.0272
O 2.0855 -1.4220 -2.0306
O 2.0847 -1.9420 0.3122
C 4.1547 -2.8140 -1.0635
F 4.5491 -3.0958 -2.2855
F 4.4111 -3.8067 -0.2401
F 4.7485 -1.6990 -0.6407
Se -3.8259 3.9422 4.9417
N -3.7854 2.2476 4.4954
C -2.9932 2.1294 3.4579
C -2.7202 0.8800 2.7837
C -3.3148 -0.3287 3.1623
C -3.0440 -1.4640 2.4350
C -2.1599 -1.3794 1.3624
N -1.5590 -0.2457 1.0206
C -1.8374 0.8856 1.6947
C -1.2465 2.1250 1.2129
N -0.4762 2.0606 0.1141
C -0.0313 3.1804 -0.4320
C -0.2936 4.4379 0.1071
C -1.0432 4.5255 1.2564
C -1.5477 3.3517 1.8233
C -2.4077 3.3526 2.9853
N -2.7391 4.4308 3.6531
H -3.9869 -0.3345 4.0107
H -3.4999 -2.4123 2.6817
H -1.9287 -2.2492 0.7671
H 0.5473 3.0870 -1.3390
H 0.0860 5.3245 -0.3808
H -1.2705 5.4746 1.7237
C -0.7662 -1.6876 -3.8000
C -1.6774 -0.7551 -3.0944
N -1.4105 0.0337 -2.0503
C -2.5526 0.7719 -1.7970
C -3.5142 0.4202 -2.6824
N -2.9431 -0.5339 -3.4887
H 0.2720 -1.4204 -3.6185
H -0.9635 -1.6802 -4.8709
H -0.9224 -2.7065 -3.4518
H -2.5914 1.5116 -1.0186
H -4.5229 0.7699 -2.8116
H -3.3945 -0.9813 -4.2707
*
```

# C26H21BaN6O

A structure of composition C26H21BaN6O (ωB97M-V/def2-TZVPD, the OMol25 dataset).

For the calculated total energy, the calculation gives -38982.3625 eV. The LUMO energy comes out at -0.1131 hartree. The energy above the lowest of the compared OMol25 structures with the same formula, charge and spin is 0.000 eV. The calculation puts the highest occupied orbital energy at -10.563 eV.

The geometry in ORCA input format:
```
! RIJCOSX wB97M-V def2-TZVPD def2/J DEFGRID3
* xyz 1 1
Ba 0.0437 0.1585 -1.1919
C -1.1046 0.0071 3.6376
C -1.1129 -0.0247 2.1389
N -0.0393 -0.0102 1.4230
N 1.1540 0.0302 2.0819
C 2.1853 0.0679 1.2551
O 2.0809 0.0940 -0.0247
C 3.5325 0.0913 1.8726
C 4.6463 0.2216 1.0475
C 5.9196 0.2490 1.5932
C 6.0863 0.1425 2.9665
C 4.9777 0.0088 3.7937
C 3.7044 -0.0161 3.2519
C -2.4103 -0.0611 1.4281
C -3.6098 -0.0999 2.1342
C -4.8118 -0.1258 1.4487
C -4.7998 -0.1105 0.0640
C -3.5694 -0.0711 -0.5647
N -2.4041 -0.0469 0.0808
H -0.0824 0.0608 3.9925
H -1.5733 -0.8919 4.0429
H -1.6612 0.8713 4.0055
H 4.5025 0.2996 -0.0211
H 6.7828 0.3511 0.9489
H 7.0806 0.1606 3.3932
H 5.1103 -0.0788 4.8639
H 2.8346 -0.1231 3.8836
H -3.6041 -0.1134 3.2135
H -5.7466 -0.1569 1.9920
H -5.7113 -0.1294 -0.5150
H -3.5186 -0.0573 -1.6496
N 0.4418 7.7326 0.8861
C 0.3202 9.0882 0.6783
C 0.6008 10.1950 1.4763
C 0.3444 11.4309 0.9237
C -0.1739 11.5681 -0.3779
C -0.4474 10.4713 -1.1627
C -0.1927 9.2080 -0.6221
N -0.3744 7.9586 -1.1767
C 0.0271 7.1150 -0.2650
C 0.0060 5.6660 -0.4537
C 0.2802 4.7581 0.5641
C 0.2328 3.4047 0.2904
N -0.0669 2.9066 -0.9134
C -0.3353 3.7883 -1.8897
C -0.3122 5.1524 -1.7116
H 0.8207 7.2936 1.7058
H 0.9984 10.0947 2.4775
H 0.5450 12.3205 1.5053
H -0.3596 12.5615 -0.7631
H -0.8469 10.5683 -2.1628
H 0.5229 5.0793 1.5676
H 0.4502 2.6834 1.0721
H -0.5812 3.3776 -2.8633
H -0.5336 5.8330 -2.5211
*
```

# C26H21BiBrN6O2S

A structure of composition C26H21BiBrN6O2S (ωB97M-V/def2-TZVPD, the OMol25 dataset).

For the calculated total energy, the calculation gives -127051.2644 eV. The LUMO energy comes out at -0.1289 hartree. The calculation puts the highest occupied orbital energy at -11.541 eV.

The geometry in ORCA input format:
```
! RIJCOSX wB97M-V def2-TZVPD def2/J DEFGRID3
* xyz 1 1
Bi 0.4623 -0.4212 -0.5780
C 0.4053 -5.1580 3.1257
C -0.2726 -4.2286 3.9089
C -0.3266 -2.8987 3.5319
C 0.3091 -2.5140 2.3602
C 0.9854 -3.4283 1.5694
C 1.0364 -4.7602 1.9566
N 0.2772 -1.1633 1.8744
N -0.1004 -0.2963 2.6688
C -0.1805 1.0214 2.0981
C -0.4743 2.0331 2.9966
C -0.5691 3.3395 2.5399
C -0.3764 3.6132 1.1955
C -0.0893 2.5869 0.2981
C 0.0078 1.2781 0.7423
H 0.4396 -6.1949 3.4285
H -0.7650 -4.5478 4.8169
H -0.8587 -2.1693 4.1257
H 1.4969 -3.1034 0.6716
H 1.5672 -5.4803 1.3503
H -0.6211 1.7861 4.0391
H -0.7929 4.1395 3.2318
H -0.4530 4.6306 0.8364
H 0.0585 2.8273 -0.7452
Br -3.1909 1.9222 -3.5847
C -1.5513 2.4711 -4.3629
C -1.6800 3.3019 -5.4677
C -0.5557 3.7832 -6.1181
C 0.7091 3.4415 -5.6612
C 0.8290 2.6202 -4.5580
C -0.2890 2.1137 -3.8919
C -0.0298 1.2296 -2.7230
O 1.1608 1.0669 -2.3189
O -0.9709 0.6426 -2.1257
H -2.6684 3.5677 -5.8113
H -0.6744 4.4272 -6.9779
H 1.5927 3.8131 -6.1602
H 1.8033 2.3443 -4.1784
N 4.4817 1.4967 -1.6139
C 3.8773 0.3358 -1.3849
N 3.8913 -0.5829 -2.3486
S 3.1834 0.0419 0.1491
H 4.9834 1.6926 -2.4650
H 4.4494 2.2034 -0.8990
H 4.1619 -0.3648 -3.2939
H 3.4542 -1.4713 -2.1805
N -3.9164 -5.3959 -1.2621
C -3.7547 -4.2778 -1.0658
C -3.5530 -2.8747 -0.8167
C -4.5840 -1.9517 -0.9449
C -4.3126 -0.6223 -0.6845
C -3.0284 -0.2608 -0.3146
N -2.0397 -1.1476 -0.1811
C -2.2965 -2.4283 -0.4334
H -5.5714 -2.2778 -1.2409
H -5.0792 0.1331 -0.7705
H -2.7739 0.7724 -0.1202
H -1.4818 -3.1337 -0.3138
*
```

# C26H21F3N2O2S

A cluster of 2 separate species, C26H21F3N2O2S in total (ωB97M-V/def2-TZVPD, the OMol25 dataset).

For the calculated total energy, the calculation gives -53360.7350 eV. The LUMO energy comes out at -0.1196 hartree. The calculation puts the highest occupied orbital energy at -4.823 eV.

The geometry in ORCA input format:
```
! RIJCOSX wB97M-V def2-TZVPD def2/J DEFGRID3
* xyz 0 1
F 3.9674 0.5672 4.1643
C 2.9399 -0.2868 4.1415
F 2.9537 -1.0602 3.0522
F 2.8791 -1.0284 5.2514
S 1.3992 0.7229 4.0761
C 0.2596 -0.6668 4.0882
C -1.0844 -0.4452 4.1155
C -2.0158 -1.5260 4.1242
C -3.3554 -1.2863 4.1534
C -3.8573 0.0225 4.1742
C -5.2233 0.2373 4.1950
N -6.3771 0.4100 4.2203
C -2.9588 1.0980 4.1697
C -1.6165 0.8796 4.1425
O 1.0228 1.4794 5.3223
O 1.0887 1.4139 2.7755
H 0.6703 -1.6548 4.0835
H -1.6458 -2.5375 4.1062
H -4.0580 -2.1040 4.1639
H -3.3475 2.1031 4.1919
H -0.9249 1.7076 4.1524
C 4.0790 -1.0544 -0.2389
C 3.7618 -0.0705 -1.2927
N 4.5994 0.9302 -1.6771
C 4.0245 1.6640 -2.7146
C 2.7691 1.0979 -2.9944
C 2.0156 1.5806 -4.0675
C 2.4947 2.6375 -4.8021
C 3.7269 3.2177 -4.4978
C 4.5013 2.7363 -3.4679
C 2.5789 -0.0019 -2.0687
C 1.5147 -0.9298 -2.0522
C 0.2651 -0.8181 -2.7598
C -0.4816 0.3776 -2.8291
C -1.6314 0.4507 -3.5773
C -2.0903 -0.6498 -4.2974
C -3.2821 -0.5317 -5.1839
C -1.3883 -1.8483 -4.2026
C -0.2555 -1.9418 -3.4345
H 3.2648 -1.7635 -0.0917
H 4.9747 -1.6191 -0.4973
H 4.2589 -0.5522 0.7113
H 5.5406 1.0943 -1.3201
H 1.0831 1.1144 -4.3215
H 1.9130 3.0151 -5.6277
H 4.0764 4.0495 -5.0864
H 5.4623 3.1591 -3.2437
H 1.7070 -1.8721 -1.5620
H -0.1416 1.2337 -2.2707
H -2.1962 1.3673 -3.6159
H -3.5412 -1.4901 -5.6352
H -4.1538 -0.1777 -4.6331
H -3.0947 0.1710 -5.9971
H -1.7329 -2.7047 -4.7569
H 0.2890 -2.8673 -3.3763
*
```

# C26H21KN11O2PS

A structure of composition C26H21KN11O2PS (ωB97M-V/def2-TZVPD, the OMol25 dataset).

For the calculated total energy, the calculation gives -84240.9088 eV. The LUMO energy comes out at 0.1279 hartree. The energy above the lowest of the compared OMol25 structures with the same formula, charge and spin is 0.151 eV. The calculation puts the highest occupied orbital energy at -2.007 eV.

The geometry in ORCA input format:
```
! RIJCOSX wB97M-V def2-TZVPD def2/J DEFGRID3
* xyz -2 1
K -0.8740 -0.2748 1.7470
O 3.0213 2.4171 1.1846
C 2.4443 1.4097 0.7602
O 1.2190 1.1108 0.8074
C 3.3452 0.3486 0.0613
P 2.3447 -1.0305 -0.6212
C 1.8702 -1.9994 0.8584
C 2.2460 -1.6924 2.1672
C 1.7451 -2.4214 3.2368
C 0.8682 -3.4773 3.0198
C 0.5069 -3.8094 1.7221
C 0.9975 -3.0680 0.6539
C 3.7302 -2.0924 -1.2489
C 4.0389 -2.0388 -2.6068
C 5.0877 -2.7796 -3.1380
C 5.8414 -3.6023 -2.3144
C 5.5404 -3.6750 -0.9596
C 4.4975 -2.9264 -0.4343
H 4.1252 0.0123 0.7492
H 3.8612 0.8244 -0.7767
H 2.8866 -0.8409 2.3595
H 1.9717 -2.1278 4.2526
H 0.4261 -3.9876 3.8665
H -0.1996 -4.6111 1.5447
H 0.6728 -3.2967 -0.3567
H 3.4395 -1.4096 -3.2562
H 5.3082 -2.7207 -4.1975
H 6.6543 -4.1897 -2.7246
H 6.1201 -4.3193 -0.3091
H 4.2640 -2.9948 0.6220
N -3.4151 -2.7170 3.5243
C -2.3179 -2.4946 4.3445
N -2.0460 -3.3388 5.3394
N -0.9276 -2.8349 5.8948
N -0.5662 -1.7613 5.2667
N -1.4274 -1.5120 4.2528
C -4.0720 -1.8623 2.6517
N -5.2438 -2.2256 2.1250
N -5.5667 -1.2072 1.3159
N -4.6467 -0.2975 1.3623
N -3.6628 -0.6791 2.2128
H -3.9560 -3.5229 3.7838
S -2.7937 3.6446 -4.0995
C -2.3867 2.4726 -2.8247
C -1.0670 2.1040 -2.6169
C -0.7953 1.1709 -1.6233
N -1.7439 0.6156 -0.8726
C -3.0132 0.9817 -1.0688
C -3.3797 1.9060 -2.0403
C -2.7156 5.1790 -3.2423
C -2.4698 5.3269 -1.8850
C -2.4427 6.6091 -1.3538
N -2.6369 7.7231 -2.0553
C -2.8720 7.5628 -3.3582
C -2.9211 6.3372 -3.9933
H -0.2661 2.5378 -3.2001
H 0.2215 0.8667 -1.4051
H -3.7546 0.5384 -0.4065
H -4.4190 2.1764 -2.1708
H -2.2995 4.4735 -1.2436
H -2.2504 6.7365 -0.2941
H -3.0307 8.4705 -3.9320
H -3.1162 6.2829 -5.0569
*
```